Record 1
{
  "formula": "C19H24AsBrF6NO2PbS",
  "method": "ωB97M-V/def2-TZVPD",
  "total_charge": 1,
  "gap_ev": 3.638,
  "max_force_ev_per_a": 4.45,
  "e_lumo_ev": -7.6,
  "homo_energy_ev": -11.19,
  "de_lowest_kcal_mol": 38.9,
  "symbols": ["Pb", "O", "N", "C", "C", "C", "C", "C", "S", "H", "H", "H", "H", "C", "C", "C", "C", "C", "C", "C", "Br", "C", "O", "C", "C", "C", "C", "C", "C", "H", "H", "H", "H", "H", "H", "H", "H", "H", "H", "H", "H", "H", "H", "H", "H", "H", "H", "H", "H", "F", "As", "F", "F", "F", "F", "F"],
  "xyz": [[-0.160, 3.481, 1.877], [-1.633, 4.782, 0.769], [-2.903, 4.432, 0.733], [-3.748, 5.180, -0.042], [-5.037, 4.728, -0.371], [-5.541, 3.646, 0.366], [-4.710, 2.955, 1.246], [-3.311, 3.293, 1.303], [-2.463, 2.149, 2.291], [-3.255, 6.005, -0.577], [-5.633, 5.242, -1.082], [-6.506, 3.226, 0.154], [-5.017, 2.114, 1.901], [2.693, -4.524, -1.620], [2.986, -4.017, -0.148], [4.494, -3.678, -0.133], [2.555, -5.126, 0.808], [2.258, -2.766, 0.144], [2.712, -1.531, 0.512], [2.017, -0.312, 0.462], [2.993, 1.273, 0.546], [0.637, -0.369, 0.013], [-0.068, 0.675, -0.032], [0.140, -1.693, -0.401], [0.868, -2.813, -0.077], [-1.180, -1.805, -1.164], [-1.457, -3.205, -1.752], [-0.937, -0.965, -2.466], [-2.399, -1.205, -0.403], [3.367, -5.380, -1.836], [2.950, -3.754, -2.366], [1.674, -4.880, -1.802], [5.056, -4.610, -0.237], [4.871, -3.252, 0.848], [4.790, -2.979, -0.899], [2.836, -6.106, 0.483], [1.476, -5.088, 0.893], [2.944, -4.995, 1.846], [3.753, -1.519, 0.822], [0.339, -3.770, -0.169], [-0.665, -3.545, -2.449], [-2.364, -3.111, -2.396], [-1.765, -3.981, -0.964], [-0.063, -1.321, -3.046], [-0.830, 0.134, -2.243], [-1.857, -1.120, -3.078], [-2.693, -1.846, 0.397], [-3.293, -1.091, -0.964], [-2.009, -0.273, 0.008], [2.330, 4.497, 2.643], [1.951, 6.255, 2.033], [2.549, 6.962, 3.476], [3.478, 6.383, 1.174], [1.271, 7.703, 1.376], [1.120, 5.466, 0.621], [0.388, 6.050, 2.968]],
  "nbo_charge": [1.439, -0.658, 0.006, 0.032, -0.235, -0.162, -0.216, 0.039, -0.318, 0.255, 0.246, 0.235, 0.250, -0.589, -0.148, -0.618, -0.587, 0.297, -0.248, -0.058, 0.326, 0.479, -0.394, 0.070, -0.204, -0.096, -0.631, -0.607, -0.607, 0.246, 0.224, 0.224, 0.242, 0.218, 0.225, 0.246, 0.212, 0.233, 0.249, 0.245, 0.223, 0.241, 0.222, 0.215, 0.228, 0.236, 0.217, 0.233, 0.237, -0.661, 2.804, -0.584, -0.588, -0.597, -0.642, -0.644]
}

***

Record 2
{
  "formula": "C19H24BBr48O3",
  "method": "ωB97M-V/def2-TZVPD",
  "total_charge": -1,
  "gap_ev": 2.689,
  "max_force_ev_per_a": 1.59,
  "e_lumo_ev": 0.7,
  "homo_energy_ev": -2.02,
  "symbols": ["C", "C", "O", "B", "O", "C", "O", "H", "H", "H", "H", "H", "H", "H", "H", "C", "Br", "Br", "Br", "H", "C", "Br", "Br", "Br", "H", "C", "Br", "Br", "Br", "H", "C", "Br", "Br", "Br", "H", "C", "Br", "Br", "Br", "H", "C", "Br", "Br", "Br", "H", "C", "Br", "Br", "Br", "H", "C", "Br", "Br", "Br", "H", "C", "Br", "Br", "Br", "H", "C", "Br", "Br", "Br", "H", "C", "Br", "Br", "Br", "H", "C", "Br", "Br", "Br", "H", "C", "Br", "Br", "Br", "H", "C", "Br", "Br", "Br", "H", "C", "Br", "Br", "Br", "H", "C", "Br", "Br", "Br", "H"],
  "xyz": [[-0.512, 6.013, 3.537], [0.363, 5.823, 2.275], [1.408, 4.853, 2.451], [0.984, 3.503, 2.420], [1.806, 2.642, 3.197], [-0.225, 2.983, 1.610], [-0.842, 1.825, 2.315], [-1.312, 5.255, 3.606], [-0.983, 7.015, 3.440], [0.117, 6.058, 4.448], [-0.255, 5.617, 1.384], [0.860, 6.808, 2.101], [1.947, 3.019, 4.094], [0.182, 2.566, 0.660], [-1.819, 1.963, 2.236], [-0.027, -1.407, -0.054], [1.501, -2.033, 0.937], [0.453, -0.830, -1.828], [-1.409, -2.754, -0.155], [-0.420, -0.547, 0.478], [1.030, -4.275, -3.671], [1.972, -4.905, -5.231], [-0.508, -5.364, -3.273], [2.211, -4.118, -2.164], [0.667, -3.277, -3.891], [-4.976, -4.229, 1.675], [-3.702, -5.282, 0.682], [-4.569, -4.232, 3.557], [-5.158, -2.441, 0.993], [-5.937, -4.709, 1.555], [6.081, -3.881, -2.167], [7.143, -5.242, -3.025], [6.670, -3.547, -0.366], [6.028, -2.264, -3.207], [5.067, -4.256, -2.111], [-3.331, 0.731, 5.121], [-1.458, 0.398, 5.401], [-3.717, 2.621, 5.035], [-3.963, -0.185, 3.546], [-3.867, 0.326, 5.968], [4.421, -4.157, -8.766], [4.620, -3.069, -7.193], [3.306, -5.702, -8.448], [3.777, -3.130, -10.263], [5.403, -4.525, -9.028], [-4.586, -9.560, -0.376], [-5.124, -8.749, 1.283], [-5.830, -9.172, -1.795], [-2.789, -9.061, -0.853], [-4.594, -10.632, -0.227], [2.487, 0.655, 7.236], [4.379, 0.371, 7.492], [2.049, 2.533, 7.156], [1.845, -0.296, 5.694], [1.984, 0.255, 8.105], [0.708, -0.261, -5.935], [0.025, -1.928, -6.611], [-0.640, 0.684, -4.942], [2.315, -0.538, -4.900], [0.979, 0.354, -6.782], [-4.418, -2.367, -6.891], [-3.414, -3.726, -7.816], [-3.799, -2.149, -5.082], [-4.398, -0.698, -7.855], [-5.445, -2.701, -6.846], [-2.679, 9.936, 2.396], [-2.388, 8.402, 1.275], [-2.565, 9.502, 4.270], [-1.492, 11.386, 1.944], [-3.686, 10.283, 2.213], [-3.512, -14.149, -0.374], [-4.471, -15.752, 0.091], [-4.305, -13.258, -1.886], [-3.335, -12.964, 1.134], [-2.514, -14.446, -0.666], [-1.396, 3.918, 8.349], [-1.334, 4.737, 10.095], [-2.575, 2.392, 8.335], [-1.798, 5.232, 6.993], [-0.405, 3.534, 8.142], [6.788, 3.412, 6.076], [6.806, 5.073, 7.056], [5.260, 3.280, 4.925], [8.439, 3.141, 5.115], [6.711, 2.616, 6.805], [-0.301, 15.101, 4.049], [-1.921, 15.692, 3.190], [0.427, 16.462, 5.204], [-0.559, 13.439, 4.978], [0.427, 14.923, 3.269], [3.077, -2.895, -14.702], [1.587, -3.371, -13.584], [3.880, -1.238, -14.136], [4.375, -4.315, -14.794], [2.696, -2.743, -15.702]],
  "lowdin_charge": [-0.116, -0.294, -0.004, -0.693, 0.044, -0.164, -0.286, 0.065, -0.009, 0.064, 0.090, 0.108, 0.034, 0.015, 0.020, -1.567, 0.563, 0.531, 0.518, -0.027, -1.625, 0.510, 0.567, 0.583, -0.085, -1.615, 0.522, 0.568, 0.553, -0.032, -1.655, 0.559, 0.577, 0.556, -0.100, -1.612, 0.549, 0.538, 0.551, -0.037, -1.622, 0.550, 0.552, 0.552, -0.031, -1.656, 0.555, 0.563, 0.558, -0.115, -1.594, 0.563, 0.621, 0.592, -0.028, -1.593, 0.559, 0.572, 0.552, -0.027, -1.640, 0.549, 0.565, 0.561, -0.033, -1.626, 0.623, 0.574, 0.536, -0.034, -1.633, 0.572, 0.589, 0.599, -0.029, -1.616, 0.551, 0.550, 0.586, -0.108, -1.656, 0.553, 0.592, 0.553, -0.057, -1.650, 0.556, 0.558, 0.555, -0.030, -1.648, 0.558, 0.561, 0.562, -0.033]
}

***

Record 3
{
  "formula": "C19H24BN6O2S3SbSe4Zr",
  "method": "ωB97M-V/def2-TZVPD",
  "total_charge": -2,
  "gap_ev": 5.526,
  "max_force_ev_per_a": 1.71,
  "e_lumo_ev": 4.0,
  "homo_energy_ev": -1.55,
  "de_lowest_kcal_mol": 48.0,
  "symbols": ["Zr", "B", "N", "C", "C", "C", "N", "N", "C", "C", "C", "N", "H", "H", "H", "H", "H", "H", "H", "H", "O", "C", "C", "C", "C", "C", "C", "C", "N", "C", "C", "N", "H", "H", "H", "H", "H", "H", "H", "C", "S", "C", "H", "H", "H", "H", "H", "H", "C", "O", "C", "S", "S", "H", "H", "H", "Se", "Sb", "Se", "Se", "Se"],
  "xyz": [[-0.595, 0.047, -0.123], [-3.466, -0.505, -1.891], [-2.540, -1.796, -1.688], [-2.997, -3.043, -1.796], [-1.992, -3.925, -1.420], [-0.924, -3.101, -1.088], [-1.262, -1.821, -1.262], [-2.646, 0.833, -1.995], [-2.582, 1.643, -3.055], [-2.032, 2.853, -2.667], [-1.769, 2.700, -1.306], [-2.152, 1.486, -0.896], [-4.056, -0.646, -2.938], [-4.203, -0.421, -0.942], [-4.009, -3.222, -2.124], [-2.032, -5.001, -1.399], [0.061, -3.354, -0.731], [-2.931, 1.305, -4.017], [-1.817, 3.711, -3.280], [-1.358, 3.405, -0.605], [-1.744, -0.780, 1.269], [-1.507, -0.578, 2.582], [-2.511, -0.060, 3.388], [-2.257, 0.280, 4.705], [-1.011, 0.037, 5.263], [-0.015, -0.510, 4.476], [-0.222, -0.781, 3.125], [0.952, -1.038, 2.251], [0.922, -1.347, 0.945], [2.241, -1.553, 0.564], [3.045, -1.340, 1.629], [2.213, -1.010, 2.681], [-3.461, 0.163, 2.919], [-3.015, 0.792, 5.285], [-0.784, 0.356, 6.270], [0.967, -0.644, 4.906], [2.499, -1.821, -0.448], [4.115, -1.356, 1.736], [2.507, -0.483, 3.518], [2.604, 3.112, -0.729], [2.908, 1.504, 0.017], [4.514, 1.215, -0.764], [2.865, 3.063, -1.790], [3.161, 3.885, -0.207], [1.542, 3.329, -0.635], [5.194, 2.040, -0.543], [4.390, 1.101, -1.844], [4.920, 0.288, -0.356], [0.118, -2.636, -4.467], [0.000, -1.372, -3.821], [1.076, -0.819, -3.249], [2.596, -1.478, -3.395], [0.695, 0.666, -2.420], [-0.845, -2.803, -4.945], [0.315, -3.419, -3.733], [0.925, -2.630, -5.197], [2.777, 1.667, 4.444], [1.124, 3.145, 3.318], [-0.014, 1.814, 1.370], [2.208, 5.077, 2.308], [-0.705, 3.777, 4.797]],
  "nbo_charge": [1.668, 0.186, -0.255, -0.016, -0.356, -0.015, -0.400, -0.306, 0.039, -0.354, 0.023, -0.412, -0.058, -0.032, 0.212, 0.216, 0.228, 0.216, 0.225, 0.256, -0.829, 0.357, -0.244, -0.171, -0.244, -0.151, -0.186, 0.455, -0.637, -0.074, -0.087, -0.545, 0.211, 0.207, 0.220, 0.224, 0.235, 0.219, 0.465, -0.755, 0.235, -0.750, 0.197, 0.241, 0.238, 0.204, 0.210, 0.209, -0.263, -0.518, 0.076, -0.250, -0.225, 0.184, 0.194, 0.196, -0.862, 1.138, -0.572, -0.807, -0.810]
}

***

Record 4
{
  "formula": "C19H24BO2Re",
  "method": "ωB97M-V/def2-TZVPD",
  "total_charge": 3,
  "gap_ev": [4.175, 4.183],
  "max_force_ev_per_a": 3.07,
  "e_lumo_ev": [-14.1, -13.9],
  "homo_energy_ev": [-18.27, -18.11],
  "spin_multiplicity": 2,
  "de_lowest_kcal_mol": 41.5,
  "symbols": ["Re", "C", "C", "C", "C", "C", "C", "C", "C", "C", "H", "H", "H", "H", "H", "H", "H", "H", "H", "H", "H", "H", "C", "C", "C", "C", "C", "C", "C", "C", "O", "B", "O", "C", "C", "H", "H", "H", "H", "H", "H", "H", "H", "H", "H", "H", "H"],
  "xyz": [[-0.164, -0.744, 2.659], [0.655, -2.666, 6.339], [0.174, -2.697, 4.956], [-1.097, -3.190, 4.631], [-1.537, -3.273, 3.308], [-2.881, -3.740, 2.950], [-0.606, -2.929, 2.245], [0.816, -2.764, 2.530], [1.901, -3.146, 1.596], [1.059, -2.293, 3.885], [0.852, -1.641, 6.671], [1.628, -3.159, 6.425], [-0.041, -3.124, 7.037], [-1.731, -3.573, 5.420], [-3.428, -2.950, 2.421], [-3.466, -4.047, 3.813], [-2.838, -4.562, 2.230], [-0.878, -3.241, 1.234], [2.332, -2.268, 1.112], [1.544, -3.824, 0.824], [2.713, -3.640, 2.132], [2.091, -2.064, 4.154], [-1.625, 2.466, -4.780], [-0.316, 3.070, -4.297], [0.801, 2.542, -5.300], [-0.333, 4.588, -4.460], [0.145, 2.626, -2.947], [1.364, 3.137, -2.409], [1.875, 2.763, -1.187], [1.142, 1.824, -0.464], [1.378, 1.255, 0.721], [0.321, 0.386, 0.987], [-0.563, 0.419, -0.080], [-0.080, 1.303, -0.981], [-0.586, 1.681, -2.202], [-1.841, 2.768, -5.805], [-2.462, 2.838, -4.183], [-1.619, 1.379, -4.755], [0.545, 2.871, -6.305], [0.829, 1.457, -5.264], [1.778, 2.938, -5.041], [-0.653, 4.855, -5.464], [0.628, 5.064, -4.275], [-1.034, 5.019, -3.742], [1.928, 3.847, -2.991], [2.805, 3.161, -0.808], [-1.524, 1.273, -2.542]],
  "lowdin_charge": [1.430, 0.012, -0.195, 0.060, -0.207, 0.010, -0.131, -0.375, -0.001, -0.110, 0.128, 0.127, 0.111, 0.151, 0.123, 0.111, 0.126, 0.144, 0.094, 0.109, 0.116, 0.146, -0.033, -0.512, 0.038, 0.003, -0.036, 0.122, 0.122, -0.061, 0.254, -0.553, 0.202, -0.092, 0.143, 0.114, 0.111, 0.098, 0.121, 0.105, 0.092, 0.118, 0.096, 0.111, 0.148, 0.162, 0.149]
}